A structure of composition C43H29I2N8O2S2V in a non-equilibrium geometry. Source: the Open Molecules 2025 dataset; level of theory: wB97M-V/def2-TZVPD.

Each line ends with the Löwdin spin population.
CARTESIAN COORDINATES (ANGSTROEM)
V  0.414  0.323  -0.447  1.1321
N  2.048  -2.690  2.353  0.0005
C  1.322  -1.726  1.832  0.0021
N  1.459  -1.279  0.602  -0.0054
C  2.462  -1.837  -0.199  -0.0033
N  2.658  -1.407  -1.407  -0.0029
N  1.734  -0.438  -1.720  -0.0146
C  1.830  0.174  -2.842  0.0213
C  0.690  1.016  -3.228  0.0005
C  0.557  1.593  -4.470  0.0044
C  -0.630  2.264  -4.766  0.0014
C  -1.628  2.327  -3.813  0.0045
C  -1.420  1.731  -2.574  0.0057
N  -0.288  1.098  -2.292  -0.0016
C  3.283  -2.911  0.325  -0.0009
C  4.278  -3.539  -0.435  -0.0004
C  5.004  -4.572  0.113  0.0000
C  4.750  -4.996  1.423  -0.0008
C  3.775  -4.389  2.187  0.0004
C  3.053  -3.346  1.625  -0.0009
H  1.872  -2.972  3.307  0.0000
H  0.583  -1.274  2.479  0.0000
H  2.673  -0.012  -3.500  0.0003
H  1.356  1.512  -5.196  0.0001
H  -0.768  2.722  -5.736  0.0000
H  -2.560  2.837  -4.010  0.0002
H  -2.163  1.773  -1.788  0.0006
H  4.459  -3.202  -1.446  0.0000
H  5.770  -5.063  -0.470  0.0000
H  5.323  -5.811  1.843  0.0000
H  3.576  -4.720  3.199  0.0000
I  3.755  2.886  -1.364  -0.0048
C  2.068  3.911  -0.718  -0.0246
C  2.091  5.318  -0.736  0.0023
C  1.017  6.035  -0.275  -0.0273
I  1.144  8.099  -0.306  -0.0124
C  -0.151  5.366  0.201  0.0008
C  -1.304  6.026  0.692  -0.0036
C  -2.376  5.295  1.107  0.0035
C  -2.316  3.891  1.011  -0.0028
N  -1.274  3.231  0.562  0.0030
C  -0.189  3.956  0.184  -0.0077
C  0.964  3.252  -0.259  -0.0018
O  0.926  1.883  -0.230  -0.0904
H  2.967  5.828  -1.110  0.0005
H  -1.323  7.107  0.728  -0.0004
H  -3.263  5.775  1.496  0.0003
H  -3.170  3.295  1.316  -0.0001
S  -0.131  2.701  4.662  -0.0001
C  -0.400  2.992  6.322  -0.0015
C  -1.255  2.085  6.865  -0.0001
C  -1.699  1.128  5.916  -0.0014
C  -1.174  1.328  4.670  0.0000
C  -1.406  0.540  3.457  -0.0008
C  -0.681  0.826  2.289  0.0116
N  -0.831  0.143  1.161  -0.0053
C  -1.701  -0.895  1.121  0.0045
C  -2.490  -1.243  2.213  0.0000
C  -3.412  -2.343  2.064  0.0003
C  -3.505  -3.015  0.899  -0.0016
C  -2.671  -2.676  -0.231  0.0003
C  -2.723  -3.329  -1.470  0.0040
C  -1.875  -2.959  -2.499  0.0000
C  -0.952  -1.929  -2.227  0.0060
N  -0.882  -1.289  -1.072  -0.0077
C  -1.760  -1.638  -0.092  -0.0002
C  -1.889  -3.593  -3.817  0.0000
C  -1.208  -3.213  -4.945  -0.0002
C  -1.458  -4.057  -6.054  0.0000
C  -2.323  -5.062  -5.744  -0.0002
S  -2.835  -4.991  -4.124  -0.0001
C  -2.325  -0.498  3.390  0.0133
H  0.087  3.824  6.807  -0.0001
H  -1.558  2.096  7.902  0.0000
H  -2.380  0.326  6.167  -0.0001
H  0.037  1.634  2.265  0.0004
H  -4.035  -2.615  2.906  0.0000
H  -4.206  -3.834  0.794  -0.0001
H  -3.443  -4.126  -1.616  0.0002
H  -0.234  -1.646  -2.984  0.0003
H  -0.558  -2.350  -5.001  0.0000
H  -1.019  -3.928  -7.032  0.0000
H  -2.686  -5.847  -6.389  0.0000
H  -2.934  -0.739  4.253  0.0006
O  2.853  1.097  1.805  0.0008
H  3.677  1.389  1.392  -0.0001
H  2.946  1.362  2.730  0.0000

Its max |F| is 1.83 eV/A. The charge is +3. The value obtained for the gap between HOMO and LUMO (spin up / spin down) is 5.3 / 5.7 eV. Its LUMO energy (spin up / spin down) is -9.449 / -9.051 eV. As for the total energy: -4579.6103 Eh. As for the spin multiplicity: 2. The energy above the lowest of the compared OMol25 structures with the same formula, charge and spin comes out at 0.0000 eV. The expectation value of S² is 0.804.